No. 1
Molecular formula: C9H7NO
Method: DFT, ωB97M-V with the def2-TZVPD basis set

Output
SMILES string	c1ccc(-c2ncco2)cc1
HOMO energy	-9.2	eV

Structure (ORCA input):
```
! wB97M-V def2-TZVPD RIJCOSX def2/J DEFGRID3
* xyz 0 1
C 3.24 -0.02 0.09
C 2.57 -1.22 -0.22
C 1.10 -1.21 -0.29
C 0.37 0.02 -0.09
C 1.16 1.23 0.19
C 2.50 1.19 0.15
C -1.06 0.04 -0.13
C -3.07 0.28 -0.57
C -3.07 -0.25 0.68
H 4.27 0.11 0.36
H 3.11 -1.98 -0.38
H 0.61 -2.01 -0.40
H 0.57 2.04 0.23
H 3.22 2.03 0.63
H -3.96 0.45 -1.04
H -3.58 -0.49 1.37
N -1.81 0.42 -1.03
O -1.75 -0.43 0.95
*
```

No. 2
Molecular formula: C8H24HgO9S
Method: DFT, ωB97M-V with the def2-TZVPD basis set

Output
<S²>	0.751
HOMO energy (alpha / beta)	4.4 / 2.8	eV

Structure (ORCA input):
```
! wB97M-V def2-TZVPD RIJCOSX def2/J DEFGRID3
* xyz -3 2
Hg -0.03 -0.19 0.83
C -0.46 -4.31 -0.74
C -1.17 -3.17 -0.06
O -0.28 -2.56 0.84
H 0.48 -4.22 -1.28
H -1.14 -4.77 -1.45
H -0.12 -5.03 0.00
H -2.18 -3.45 0.26
H -1.43 -2.41 -0.80
S 2.85 -1.14 2.03
O 4.18 -0.66 2.25
O 2.84 -2.49 1.58
O 2.04 -1.20 3.26
O 2.10 -0.26 1.16
O -0.59 -0.25 2.96
H -1.27 0.31 3.40
C 2.67 2.73 -0.15
C 1.14 3.00 0.02
O 0.64 2.08 0.92
H 2.84 1.79 -0.68
H 3.09 2.51 0.83
H 3.21 3.57 -0.59
H 0.56 2.93 -0.90
H 1.03 3.99 0.46
H 1.24 2.09 1.67
C -3.20 2.86 0.77
C -3.22 1.34 1.10
O -2.21 0.75 0.22
H -3.81 3.44 1.47
H -3.62 3.22 -0.17
H -2.19 3.26 0.84
H -4.17 0.82 0.97
H -3.17 1.21 2.18
H -2.55 0.90 -0.66
C 0.72 -1.47 -3.05
C 0.97 -0.24 -2.18
O -0.13 0.10 -1.35
H 0.71 -2.32 -2.38
H 1.54 -1.76 -3.71
H -0.29 -1.46 -3.47
H 1.32 0.56 -2.83
H 1.86 -0.50 -1.62
H -0.82 0.41 -1.94
*
```

No. 3
Molecular formula: C26H31CoN2O8
Method: DFT, ωB97M-V with the def2-TZVPD basis set

Output
<S²>	3.771
HOMO energy (alpha / beta)	-3.8 / -4.6	eV

Structure (ORCA input):
```
! wB97M-V def2-TZVPD RIJCOSX def2/J DEFGRID3
* xyz -1 4
O -0.51 -0.23 -4.17
C -1.07 0.94 -4.91
C -0.49 0.52 -6.24
H -0.67 1.89 -4.55
H -2.17 0.91 -4.92
C -0.13 -0.79 -5.50
H 0.38 1.11 -6.56
H -1.26 0.45 -7.03
C 1.33 -1.17 -5.54
H 1.99 -0.30 -5.44
H 1.56 -1.65 -6.51
H 1.54 -1.93 -4.79
C -1.09 -1.91 -5.90
H -2.10 -1.51 -6.03
H -1.08 -2.71 -5.16
H -0.79 -2.35 -6.85
Co -0.41 -0.48 -1.33
C -2.59 -0.84 -0.41
C -2.62 0.49 0.09
C -2.31 1.38 -0.98
H -2.92 0.80 1.07
C -2.16 0.61 -2.16
C -2.33 -0.80 -1.84
H -2.42 -1.61 -2.55
H -2.82 -1.73 0.16
H -2.24 2.46 -0.92
H -2.20 1.05 -3.15
C 0.91 -2.32 0.14
C -0.03 -2.54 -0.93
C 0.63 -2.16 -2.17
H -0.94 -3.12 -0.86
C 1.93 -1.65 -1.82
C 2.09 -1.76 -0.42
H 3.00 -1.52 0.13
H 0.79 -2.66 1.16
H 0.31 -2.46 -3.16
H 2.71 -1.35 -2.52
O 2.60 1.96 -4.71
C 2.17 1.42 -3.43
C 1.19 2.40 -2.75
H 3.05 1.24 -2.77
H 1.70 0.44 -3.61
C 1.42 3.72 -3.51
H 1.37 2.45 -1.67
H 0.16 2.06 -2.90
C 2.54 3.40 -4.51
H 1.73 4.54 -2.85
H 0.53 4.04 -4.05
H 3.51 3.75 -4.08
H 2.39 3.87 -5.50
O -0.16 -0.55 1.82
C 0.39 0.46 1.32
O 0.43 0.78 0.06
C 1.06 1.36 2.37
C 0.87 2.74 2.38
C 1.38 3.52 3.46
C 2.11 2.94 4.49
C 2.31 1.55 4.46
C 1.76 0.76 3.44
N 3.09 0.94 5.52
O 3.53 1.69 6.42
O 3.28 -0.29 5.49
N 1.11 4.94 3.53
O 0.43 5.47 2.63
O 1.57 5.57 4.51
H 0.33 3.23 1.58
H 2.51 3.53 5.30
H 1.87 -0.32 3.48
*
```

No. 4
Molecular formula: C48H64ClN11O3S
Method: DFT, ωB97M-V with the def2-TZVPD basis set

Output
SMILES string	O=C1CC[C@H](CCCCS(=O)(=O)Cl)N1.c1cc[nH]c1.c1cc[nH]c1.c1cc[nH]c1.c1cc[nH]c1.c1cc[nH]c1.c1cc[nH]c1.c1cc[nH]c1.c1cc[nH]c1.c1cc[nH]c1.c1cc[nH]c1
HOMO energy	-8.0	eV

Structure (ORCA input):
```
! wB97M-V def2-TZVPD RIJCOSX def2/J DEFGRID3
* xyz 0 1
O -0.82 0.76 3.70
C -0.41 1.51 4.53
C -0.70 3.00 4.71
C 0.76 3.52 4.71
C 1.61 2.30 5.25
C 2.78 1.95 4.31
C 3.22 0.48 4.47
C 2.39 -0.49 3.60
C 3.16 -1.40 2.64
S 3.93 -0.71 1.19
O 2.94 -0.08 0.37
O 4.75 -1.73 0.60
Cl 5.21 0.75 1.78
N 0.66 1.18 5.47
H -1.16 3.07 5.71
H -1.32 3.37 3.90
H 1.02 3.67 3.66
H 0.88 4.45 5.28
H 2.04 2.61 6.22
H 2.48 2.13 3.27
H 3.62 2.62 4.56
H 3.06 0.21 5.52
H 4.30 0.37 4.30
H 1.87 -1.18 4.28
H 1.61 0.05 3.05
H 2.44 -2.07 2.14
H 3.90 -2.03 3.14
H 0.32 1.29 6.42
N 3.67 -3.54 -1.48
C 2.80 -2.92 -2.32
C 2.44 -3.82 -3.29
C 3.13 -5.04 -3.02
C 3.88 -4.83 -1.89
H 4.08 -3.10 -0.68
H 2.50 -1.90 -2.16
H 1.75 -3.63 -4.10
H 3.07 -5.95 -3.58
H 4.53 -5.48 -1.35
N 1.42 0.85 -3.05
C 0.51 1.87 -3.15
C -0.07 1.78 -4.39
C 0.52 0.68 -5.06
C 1.43 0.13 -4.21
H 2.00 0.67 -2.25
H 0.34 2.55 -2.33
H -0.83 2.45 -4.76
H 0.29 0.33 -6.06
H 2.09 -0.72 -4.33
N 2.30 -4.52 -6.71
C 2.42 -5.88 -6.74
C 1.35 -6.38 -7.45
C 0.56 -5.28 -7.85
C 1.17 -4.14 -7.39
H 2.93 -3.90 -6.25
H 3.25 -6.37 -6.27
H 1.16 -7.42 -7.64
H -0.36 -5.31 -8.42
H 0.89 -3.11 -7.47
N 1.54 -10.35 -8.65
C 0.79 -11.05 -9.55
C 0.29 -12.15 -8.91
C 0.76 -12.11 -7.57
C 1.53 -10.99 -7.44
H 2.02 -9.49 -8.85
H 0.67 -10.71 -10.57
H -0.34 -12.91 -9.35
H 0.56 -12.83 -6.79
H 2.06 -10.59 -6.60
N 1.35 2.61 0.64
C 1.23 3.95 0.91
C -0.10 4.23 1.07
C -0.81 3.00 0.91
C 0.12 2.03 0.64
H 2.21 2.12 0.48
H 2.10 4.59 0.95
H -0.52 5.20 1.28
H -1.87 2.86 0.98
H 0.00 0.97 0.46
N -3.41 3.71 -4.37
C -4.13 4.87 -4.25
C -4.55 4.98 -2.96
C -4.07 3.84 -2.26
C -3.37 3.08 -3.16
H -2.98 3.38 -5.21
H -4.27 5.52 -5.10
H -5.14 5.79 -2.55
H -4.22 3.61 -1.22
H -2.84 2.14 -3.04
N 5.98 2.42 7.15
C 6.55 1.26 6.68
C 6.78 0.44 7.74
C 6.32 1.11 8.91
C 5.84 2.33 8.51
H 5.72 3.20 6.59
H 6.75 1.14 5.63
H 7.22 -0.55 7.70
H 6.35 0.75 9.92
H 5.41 3.14 9.08
N 0.04 -0.05 9.31
C -0.90 -0.81 9.96
C -0.80 -2.09 9.49
C 0.24 -2.10 8.51
C 0.73 -0.83 8.43
H 0.19 0.93 9.47
H -1.55 -0.38 10.71
H -1.40 -2.93 9.80
H 0.58 -2.95 7.94
H 1.52 -0.42 7.82
N -4.92 2.61 1.23
C -5.03 3.95 1.49
C -6.36 4.23 1.66
C -7.07 3.02 1.51
C -6.16 2.04 1.24
H -4.06 2.13 1.05
H -4.16 4.58 1.52
H -6.77 5.21 1.88
H -8.14 2.88 1.59
H -6.28 0.98 1.06
N -9.16 4.88 -4.14
C -7.84 5.01 -4.48
C -7.68 6.22 -5.09
C -8.96 6.85 -5.11
C -9.84 6.00 -4.52
H -9.56 4.08 -3.68
H -7.13 4.23 -4.26
H -6.76 6.62 -5.47
H -9.19 7.82 -5.52
H -10.90 6.09 -4.34
*
```

No. 5
Molecular formula: C18H20N2O
Method: DFT, ωB97M-V with the def2-TZVPD basis set

Output
SMILES string	CN1[C@@H](c2ccccc2)C/C(=N/O)C[C@H]1c1ccccc1
HOMO energy	-8.4	eV

Structure (ORCA input):
```
! wB97M-V def2-TZVPD RIJCOSX def2/J DEFGRID3
* xyz 0 1
C -0.26 -0.02 3.10
N -0.30 0.10 1.66
C -1.38 -0.67 1.05
C -1.54 -0.20 -0.39
C -1.43 -1.01 -1.51
C -1.54 -0.47 -2.78
C -1.77 0.88 -2.95
C -1.92 1.69 -1.84
C -1.81 1.15 -0.58
H -1.91 1.78 0.29
H -2.11 2.74 -1.96
H -1.85 1.29 -3.95
H -1.44 -1.12 -3.64
H -1.25 -2.07 -1.42
C -1.18 -2.19 1.26
C 0.28 -2.52 1.27
N 0.65 -3.53 1.94
O 2.02 -3.82 1.94
H 2.08 -4.61 2.49
C 1.15 -1.59 0.48
H 2.19 -1.91 0.54
H 0.81 -1.63 -0.55
C 1.00 -0.14 1.02
C 1.24 0.93 -0.03
C 1.76 0.68 -1.29
C 1.94 1.72 -2.19
C 1.61 3.01 -1.85
C 1.11 3.27 -0.58
C 0.93 2.24 0.31
H 0.54 2.44 1.30
H 0.86 4.29 -0.30
H 1.74 3.81 -2.56
H 2.34 1.50 -3.17
H 2.05 -0.31 -1.58
H 1.76 0.00 1.79
H -1.62 -2.51 2.20
H -1.68 -2.75 0.47
H -2.30 -0.37 1.57
H 0.06 -1.01 3.46
H 0.43 0.73 3.50
H -1.25 0.19 3.50
*
```

No. 6
Molecular formula: C52H38F4IN2O15
Method: DFT, ωB97M-V with the def2-TZVPD basis set

Output
HOMO energy	-11.4	eV

Structure (ORCA input):
```
! wB97M-V def2-TZVPD RIJCOSX def2/J DEFGRID3
* xyz 1 1
C 1.04 -2.45 -0.79
C 1.39 -1.53 -1.47
C 1.53 -0.22 -2.09
C 0.61 0.04 -3.26
C -0.77 -0.09 -3.12
C -1.44 -0.51 -1.84
O -1.61 0.32 -0.99
O -1.85 -1.76 -1.66
C -1.61 -2.69 -2.72
C -2.09 -4.05 -2.33
N -3.04 -4.22 -1.50
C -1.64 0.19 -4.18
C -3.14 0.10 -4.04
C -3.84 1.18 -4.84
O -4.56 0.91 -5.75
I -3.52 3.24 -4.35
C -1.10 0.55 -5.37
N 0.23 0.68 -5.53
C 0.74 1.11 -6.84
F 1.47 0.15 -7.37
F 1.44 2.22 -6.70
F -0.28 1.36 -7.66
C 1.09 0.44 -4.51
C 2.58 0.62 -4.69
C 3.02 1.95 -3.99
F 3.95 2.55 -4.82
H 0.85 -3.19 -0.03
H 2.58 -0.13 -2.37
H 1.35 0.56 -1.36
H -0.55 -2.79 -2.95
H -2.15 -2.44 -3.64
H -1.60 -4.91 -2.78
H -3.17 -5.23 -1.40
H -3.53 -0.86 -4.36
H -3.43 0.24 -3.00
H -1.77 0.73 -6.20
H 3.06 -0.21 -4.20
H 2.89 0.67 -5.72
H 2.18 2.63 -3.93
H 3.46 1.77 -3.02
C -4.03 3.24 3.57
C -4.82 2.92 2.54
C -4.27 2.28 1.32
O -4.98 2.00 0.38
C -2.81 2.00 1.29
C -2.03 2.31 2.31
C -2.57 2.96 3.53
O -1.85 3.24 4.47
H -4.41 3.71 4.47
H -5.88 3.12 2.55
H -2.44 1.53 0.38
H -0.96 2.12 2.31
C 3.34 4.26 -1.11
C 3.86 5.09 -0.21
C 3.12 5.43 1.04
O 3.59 6.18 1.86
C 1.79 4.80 1.24
C 1.28 3.97 0.34
C 2.02 3.63 -0.90
O 1.54 2.86 -1.72
H 3.86 4.00 -2.02
H 4.83 5.55 -0.33
H 1.27 5.05 2.16
H 0.31 3.50 0.46
C -4.71 7.36 8.09
C -5.49 7.05 7.07
C -4.94 6.40 5.85
O -5.65 6.11 4.91
C -3.48 6.13 5.82
C -2.70 6.45 6.84
C -3.25 7.09 8.06
O -2.53 7.38 9.00
H -5.09 7.83 8.99
H -6.56 7.24 7.07
H -3.10 5.66 4.92
H -1.63 6.25 6.84
C -2.89 -4.64 2.31
C -1.91 -3.94 1.74
C -0.60 -3.78 2.40
O 0.29 -3.14 1.87
C -0.40 -4.42 3.71
C -1.37 -5.13 4.29
C -2.69 -5.29 3.63
O -3.58 -5.93 4.16
H -3.86 -4.77 1.85
H -2.04 -3.46 0.78
H 0.57 -4.29 4.17
H -1.25 -5.61 5.25
C -0.05 -6.69 1.08
C 0.55 -7.19 2.16
C 1.96 -7.65 2.11
O 2.51 -8.12 3.08
C 2.68 -7.52 0.81
C 2.08 -7.02 -0.26
C 0.67 -6.56 -0.21
O 0.12 -6.09 -1.19
H -1.08 -6.35 1.10
H 0.05 -7.30 3.11
H 3.71 -7.86 0.79
H 2.58 -6.91 -1.22
C 6.85 -1.68 0.04
C 6.19 -0.54 0.16
C 5.50 0.08 -1.00
O 4.89 1.12 -0.89
C 5.58 -0.63 -2.30
C 6.24 -1.78 -2.42
C 6.93 -2.40 -1.26
O 7.53 -3.44 -1.38
H 7.36 -2.15 0.87
H 6.12 -0.01 1.10
H 5.07 -0.16 -3.13
H 6.31 -2.31 -3.37
*
```

No. 7
Molecular formula: C6H15N2P
Method: DFT, ωB97M-V with the def2-TZVPD basis set

Output
HOMO energy	-16.1	eV

Structure (ORCA input):
```
! wB97M-V def2-TZVPD RIJCOSX def2/J DEFGRID3
* xyz 2 1
C -1.81 0.38 5.15
C -0.47 0.76 -5.82
C 0.44 0.80 -6.79
C 0.68 -1.14 7.06
C -0.71 0.56 7.81
C 1.72 -0.74 -5.50
N -0.09 -0.15 6.82
N 1.26 -0.42 -6.84
P -0.20 0.58 5.15
H -2.42 0.68 4.32
H -0.27 -0.02 -5.07
H -1.24 1.62 -5.72
H 0.44 1.42 -7.70
H -2.44 -0.05 6.04
H 0.68 -1.92 7.78
H 1.32 -1.53 6.20
H -1.67 0.96 7.54
H -0.04 1.39 8.06
H -0.90 -0.09 8.67
H 1.93 0.28 -4.98
H 1.04 -1.08 -4.84
H 2.64 -1.31 -5.43
H 0.72 -1.17 -7.25
H 2.10 -0.26 -7.42
*
```

| no. | DFT total energy (Eh) |
| --- | --- |
| 1 | -477.01889 |
| 2 | -1547.57048 |
| 3 | -3103.30255 |
| 4 | -3553.75501 |
| 5 | -882.59847 |
| 6 | -3939.07502 |
| 7 | -687.76149 |